This record from OMol25 describes a molecular structure, C10H22AsN4O3ReS4 in a non-equilibrium geometry. The level of theory is the ωB97M-V functional and the def2-TZVPD basis.

Structure (ORCA input):
```
! wB97M-V def2-TZVPD RIJCOSX def2/J DEFGRID3
* xyz 1 4
Re -0.14 0.09 -0.12
N 2.00 0.32 0.15
C 2.44 -0.86 0.94
C 3.87 -1.29 0.58
C 4.30 -2.73 0.91
C 4.50 -3.14 2.40
N 4.77 -2.06 3.36
C 4.00 -1.64 4.36
N 4.53 -0.81 5.27
N 2.74 -2.01 4.47
C 1.40 -2.01 0.69
O 1.32 -2.93 1.50
O 0.66 -1.88 -0.35
H 2.42 0.30 -0.78
H 2.32 1.19 0.58
H 2.37 -0.57 1.99
H 4.59 -0.60 1.01
H 3.95 -1.20 -0.51
H 5.25 -2.89 0.40
H 3.58 -3.42 0.46
H 5.38 -3.78 2.43
H 3.67 -3.74 2.75
H 5.73 -1.73 3.37
H 5.51 -0.60 5.29
H 3.97 -0.47 6.04
H 2.23 -2.43 3.67
H 2.20 -1.70 5.26
S -2.70 4.17 -0.65
As -0.85 3.33 -0.29
S -0.37 1.63 -1.82
S -0.86 1.69 1.38
S 0.83 4.52 0.00
C -3.40 -2.67 0.24
C -3.81 -2.06 -1.11
C -2.56 -1.31 -1.52
O -2.11 -0.72 -0.27
C -2.40 -1.67 0.81
H -2.92 -3.64 0.09
H -4.24 -2.82 0.91
H -4.64 -1.37 -0.98
H -4.09 -2.81 -1.84
H -2.72 -0.50 -2.22
H -1.80 -1.99 -1.90
H -2.78 -1.08 1.64
H -1.48 -2.17 1.13
*
```

electronic energy	-4745.63304	Ha

***

This record from OMol25 describes 3 unconnected molecules or ions with the total composition C10H22BBrNO7S2 in a non-equilibrium geometry. The level of theory is the ωB97M-V functional and the def2-TZVPD basis.

Structure (ORCA input):
```
! wB97M-V def2-TZVPD RIJCOSX def2/J DEFGRID3
* xyz -1 1
N 6.12 2.85 -1.08
C 5.28 3.83 -1.89
Br 6.42 4.34 -3.46
C 4.46 4.98 -1.06
O 3.13 5.16 -1.71
B 2.84 3.79 -2.17
O 2.19 2.82 -1.27
O 4.13 3.15 -2.51
H 5.54 2.67 -0.21
H 6.25 1.94 -1.58
H 4.15 4.39 -0.07
H 5.02 5.92 -0.64
H 2.08 3.98 -3.05
H 2.06 3.19 -0.35
C -1.15 -0.44 -0.31
C -2.37 0.34 0.18
C -2.05 1.82 0.04
S -0.88 1.96 -1.31
O 0.38 2.43 -0.79
O -1.54 2.58 -2.44
C -0.75 0.21 -1.63
H -1.37 -1.51 -0.44
H -0.33 -0.35 0.42
H -3.24 0.09 -0.43
H -2.61 0.09 1.22
H -2.94 2.41 -0.20
H -1.57 2.22 0.94
H 0.27 -0.04 -1.94
H -1.46 -0.05 -2.42
C -3.64 -4.88 1.62
C -3.04 -4.96 3.02
C -1.55 -4.62 2.90
S -1.39 -3.55 1.48
O -0.62 -4.25 0.47
O -1.05 -2.22 1.93
C -3.11 -3.59 1.01
H -4.73 -4.89 1.64
H -3.30 -5.74 1.02
H -3.53 -4.22 3.67
H -3.19 -5.94 3.47
H -1.18 -4.11 3.79
H -0.95 -5.52 2.72
H -3.20 -3.55 -0.07
H -3.59 -2.71 1.46
*
```

electronic energy	-4370.90564	Ha